Entry 1:
{"formula": "Cl3O2P", "method": "ωB97M-V/def2-TZVPD", "e_above_lowest_ev": 6.622, "homo_ev": [-8.8, -8.8], "molar_mass_da": 169.331, "gap_ev": [4.71, 4.71], "elements": ["O", "O", "P", "Cl", "Cl", "Cl"], "positions_angstrom": [[2.720, 1.094, -0.804], [-1.684, -0.623, -0.081], [-1.288, 0.643, 0.611], [1.233, 0.361, -0.836], [-0.571, -2.203, 0.169], [-0.981, 0.167, 2.582]], "forces_ev_per_angstrom": [[-2.6091, -1.0523, 0.1694], [0.1932, -3.2744, -0.9546], [1.8520, 2.1515, 1.1917], [1.4177, 1.1700, 0.4985], [-0.8755, 0.7933, -0.2325], [0.0217, 0.2118, -0.6725]], "mulliken_charge": [-0.443, -0.215, 0.554, 0.137, 0.089, -0.122]}



Entry 2:
{"formula": "Cl4H2Si2", "method": "ωB97M-V/def2-TZVPD", "e_above_lowest_ev": 1.662, "homo_ev": -9.2, "molar_mass_da": 200.000, "gap_ev": 8.05, "elements": ["Si", "Si", "Cl", "Cl", "Cl", "Cl", "H", "H"], "positions_angstrom": [[2.373, -0.080, -0.166], [-2.900, -0.682, 0.004], [-1.846, -2.413, -0.610], [3.818, -1.523, -0.722], [-3.375, 0.487, -1.518], [-4.488, -1.335, 1.042], [3.116, 1.109, -0.567], [-2.175, 0.082, 0.834]], "forces_ev_per_angstrom": [[-0.4627, -1.2500, 0.2673], [-0.3160, -3.0133, -1.2505], [-0.5746, 1.1754, 0.2547], [-0.2955, 0.5075, 0.1025], [-0.3973, 0.4640, -1.0583], [-0.5996, -0.1615, 0.1431], [0.7332, 0.7415, -0.3707], [1.9126, 1.5363, 1.9119]], "mulliken_charge": [0.296, 0.756, -0.233, -0.227, -0.178, -0.200, -0.069, -0.146]}



Entry 3:
{"formula": "Cl4NOP", "method": "ωB97M-V/def2-TZVPD", "e_above_lowest_ev": 5.305, "homo_ev": [-10.2, -10.2], "molar_mass_da": 202.792, "gap_ev": [8.16, 8.15], "elements": ["N", "O", "P", "Cl", "Cl", "Cl", "Cl"], "positions_angstrom": [[-0.067, -0.217, -1.131], [1.735, 0.608, 1.451], [-0.344, -0.022, 0.621], [0.291, 1.428, -1.692], [1.384, -1.067, -1.154], [-2.036, 1.128, 0.822], [-0.963, -1.858, 1.083]], "forces_ev_per_angstrom": [[-0.8508, 1.4324, 0.6713], [-3.9811, -1.0261, -1.2509], [3.1457, 1.5209, 1.1816], [-0.3695, -0.2270, 0.0113], [1.0611, -1.1358, -0.3918], [1.0101, -0.6456, -0.2770], [-0.0154, 0.0812, 0.0554]], "mulliken_charge": [-0.085, -0.436, 0.751, -0.009, 0.038, -0.141, -0.119]}



Entry 4:
{"formula": "Cl5F2NO4S2Y", "method": "ωB97M-V/def2-TZVPD", "e_above_lowest_ev": 1.188, "homo_ev": 0.3, "molar_mass_da": 446.304, "gap_ev": 6.70, "total_charge": -3, "elements": ["Y", "Cl", "Cl", "Cl", "Cl", "Cl", "N", "S", "O", "O", "F", "S", "O", "O", "F"], "positions_angstrom": [[13.489, 10.004, 27.530], [10.713, 9.686, 27.263], [13.106, 12.555, 28.411], [13.739, 7.302, 26.995], [13.717, 10.619, 24.855], [12.964, 9.300, 30.190], [15.705, 10.231, 27.716], [16.798, 11.221, 27.138], [17.413, 10.776, 25.870], [17.491, 12.022, 28.152], [15.701, 12.276, 26.624], [16.942, 9.278, 28.442], [17.374, 9.763, 29.751], [17.809, 8.416, 27.682], [15.939, 8.153, 28.946]], "forces_ev_per_angstrom": [[-3.8311, -0.7029, -0.0023], [0.3998, 0.1257, -0.1234], [0.1744, -0.2604, -0.1941], [0.0556, 0.4584, -0.0820], [-0.0010, -0.1152, 0.4526], [0.3761, 0.1205, -0.3952], [5.7653, -1.6714, 1.2483], [-1.1545, 5.5315, -4.2658], [-0.3165, 0.8029, 3.1844], [-0.0317, -1.7969, -1.8120], [0.9151, -0.3396, 0.0784], [-2.4861, -5.0187, 5.2334], [0.2228, 0.3584, -2.3838], [0.2466, 2.0086, -0.6745], [-0.3346, 0.4991, -0.2638]], "mulliken_charge": [1.143, -0.672, -0.680, -0.697, -0.706, -0.694, 0.126, 0.982, -0.568, -0.576, -0.229, 0.943, -0.573, -0.558, -0.242]}



Entry 5:
{"formula": "Cl5O20Pb", "method": "ωB97M-V/def2-TZVPD", "e_above_lowest_ev": 0.000, "homo_ev": -2.2, "molar_mass_da": 704.445, "gap_ev": 8.96, "total_charge": -3, "elements": ["Pb", "Cl", "O", "O", "O", "O", "Cl", "O", "O", "O", "O", "Cl", "O", "O", "O", "O", "Cl", "O", "O", "O", "O", "Cl", "O", "O", "O", "O"], "positions_angstrom": [[0.121, 0.088, 0.195], [1.492, -0.380, -3.753], [1.859, -1.733, -4.133], [0.417, 0.162, -4.541], [1.167, -0.397, -2.345], [2.711, 0.381, -3.904], [-0.065, 1.796, 3.186], [-0.824, 2.893, 3.802], [0.672, 1.252, 4.276], [-0.945, 0.871, 2.578], [0.826, 2.336, 2.160], [-2.269, -2.663, 0.172], [-3.573, -2.785, -0.478], [-1.163, -2.410, -0.675], [-2.320, -1.394, 0.887], [-2.027, -3.699, 1.120], [2.038, -2.184, 2.324], [2.649, -3.482, 2.142], [0.774, -2.115, 1.542], [1.636, -1.904, 3.679], [2.958, -1.179, 1.905], [-1.257, 3.342, -2.006], [-2.007, 2.753, -3.082], [-1.907, 4.525, -1.494], [-1.030, 2.352, -0.979], [0.065, 3.574, -2.579]], "forces_ev_per_angstrom": [[-0.7387, -0.6614, 0.1867], [2.1122, -0.5741, -0.6505], [-1.1133, -0.0480, -0.2789], [0.3194, -0.4362, 0.3856], [-0.9719, 0.2138, 1.1424], [-0.3573, 0.8441, -0.1998], [0.7577, 4.2370, 2.7268], [-0.0447, -0.5817, -1.3115], [0.6841, -1.2466, -0.3016], [-1.0959, -1.8772, -1.3032], [-0.1639, -0.7227, -0.1623], [-1.7775, 2.9316, 1.9990], [1.3952, -1.0205, -0.2458], [1.4441, -1.4444, -2.6397], [-0.4179, 1.1526, 1.2449], [-0.1628, -1.0095, -0.5549], [-1.3820, -0.1567, 0.9387], [-0.4906, 0.2908, 0.3077], [0.8855, 0.3782, -0.6597], [0.6198, -0.8016, 0.0037], [0.3989, 0.8170, -0.8644], [2.1819, -0.8758, -2.6965], [-1.2505, 0.1710, 0.4366], [0.3473, -0.3836, 0.1298], [-0.6980, -0.5622, 1.5952], [-0.4811, 1.3659, 0.7719]], "mulliken_charge": [1.821, 1.719, -0.702, -0.634, -0.690, -0.702, 1.870, -0.748, -0.626, -0.708, -0.739, 1.811, -0.675, -0.645, -0.761, -0.626, 1.700, -0.681, -0.631, -0.620, -0.699, 1.674, -0.669, -0.657, -0.697, -0.684]}



Entry 6:
{"formula": "Cl9Na4O8", "method": "ωB97M-V/def2-TZVPD", "homo_ev": 3.4, "molar_mass_da": 539.029, "gap_ev": 4.19, "total_charge": -5, "elements": ["Na", "Na", "Na", "Na", "Cl", "Cl", "Cl", "Cl", "Cl", "Cl", "Cl", "Cl", "O", "O", "O", "O", "Cl", "O", "O", "O", "O"], "positions_angstrom": [[-1.681, 0.082, -2.492], [-3.205, 2.880, 0.457], [1.849, 0.799, 1.273], [1.759, 2.854, -2.282], [-3.891, -1.066, -0.724], [0.084, 1.393, -4.727], [-0.666, 1.603, -0.377], [0.838, 5.334, -3.058], [1.043, 2.400, 3.432], [-3.695, 5.383, -0.812], [3.924, 2.167, -0.705], [0.899, -2.785, -1.574], [-0.214, -2.012, -1.042], [1.307, -2.225, -2.810], [2.000, -2.687, -0.665], [0.578, -4.100, -2.069], [-0.223, -2.033, 3.693], [-1.297, -1.511, 2.989], [-0.461, -3.303, 4.229], [0.658, -2.006, 2.566], [0.393, -1.168, 4.697]], "forces_ev_per_angstrom": [[0.5773, -0.0137, 0.6345], [0.9307, 0.0221, -0.7467], [-0.6625, 0.3314, -0.0201], [-0.5780, 0.0511, 0.0199], [-0.3379, 0.3187, -0.4614], [-0.2212, -0.2175, 0.0623], [-0.1932, 0.2064, -0.1081], [0.4363, 0.1628, -0.1089], [0.3321, 0.0725, 0.0560], [-0.4906, -0.3222, 0.5009], [-0.0516, -0.0981, 0.0492], [-0.2990, 2.2410, -1.8453], [0.2059, -1.3923, -0.1338], [1.0237, 2.6168, -1.7907], [0.2633, -1.2188, 0.9904], [-1.0644, -2.5279, 2.4071], [3.9900, 3.8251, -2.9772], [-5.9849, 1.5980, 1.5018], [-0.6483, -2.9689, 1.5125], [4.0148, -2.1299, -0.2519], [-1.2426, -0.5568, 0.7095]], "mulliken_charge": [0.699, 0.609, 0.734, 0.684, -0.947, -0.908, -0.365, -0.917, -0.924, -0.890, -0.927, 1.653, -0.480, -0.702, -0.647, -0.707, 1.573, -0.574, -0.667, -0.644, -0.652]}



Entry 7:
{"formula": "ClCuF", "method": "ωB97M-V/def2-TZVPD", "s2": 0.75, "e_above_lowest_ev": 0.056, "homo_ev": [-11.4, -11.3], "molar_mass_da": 117.997, "spin_multiplicity": 2, "gap_ev": [10.56, 7.28], "elements": ["Cu", "F", "Cl"], "positions_angstrom": [[-0.293, -0.176, 0.149], [-1.046, -0.834, -1.283], [1.339, 1.010, 1.134]], "forces_ev_per_angstrom": [[1.3321, 0.8804, 0.0279], [0.1128, 0.1454, 0.6449], [-1.4449, -1.0257, -0.6728]], "mulliken_charge": [0.775, -0.615, -0.160]}



Entry 8:
{"formula": "ClF2OS", "method": "ωB97M-V/def2-TZVPD", "e_above_lowest_ev": 4.400, "homo_ev": [-19.3, -18.6], "molar_mass_da": 121.515, "gap_ev": [8.12, 10.06], "total_charge": 1, "elements": ["O", "F", "F", "S", "Cl"], "positions_angstrom": [[-0.130, 1.437, -0.340], [-2.552, -0.782, -0.916], [0.201, -0.037, 1.508], [0.307, 0.122, -0.052], [2.173, -0.740, -0.201]], "forces_ev_per_angstrom": [[0.7473, -0.1010, -0.6552], [0.0510, 0.0134, 0.0238], [-0.0966, -0.1610, -1.3708], [0.1404, -0.6391, 2.3495], [-0.8422, 0.8877, -0.3473]], "mulliken_charge": [-0.137, 0.009, -0.054, 1.002, 0.180]}